Density functional theory data (ωB97M-V/def2-TZVPD) for a structure of composition C10H18N4O.

```
33
Properties=species:S:1:pos:R:3:forces:R:3
O 1.41237 2.71992 -2.59376 1.3804 1.5405 -0.0834
N 0.45945 0.69816 -2.47211 -0.0776 -3.4837 -0.4345
N -0.62769 3.68130 -0.85479 2.4358 -1.9485 -1.6691
N -2.60021 1.29360 -0.50011 -0.9788 -0.4830 0.6357
N -0.72669 0.04419 -2.05930 -3.5265 3.4284 2.0387
C 0.58263 1.98122 -2.12007 -1.1122 0.1770 0.8512
C 1.35705 -0.39762 -2.86721 2.3652 0.3871 -0.0240
C -0.38083 -1.13357 -1.37201 3.6006 -0.2292 1.9151
C 0.30574 -1.00068 0.05195 0.7890 2.4396 0.5739
C -0.61149 -0.79563 1.26004 0.6524 -0.0644 -1.1339
C 1.17604 0.00244 2.94016 -3.5157 0.9632 4.1392
C -0.06664 -0.88453 2.63554 2.5160 -1.0596 0.2034
C 0.67352 -1.62870 -2.36124 -1.4147 -1.6031 0.0504
C -1.33092 1.33585 -0.83326 -1.2260 -5.9331 -0.2267
C -0.51797 2.35305 -1.20799 3.3491 4.4912 -2.1733
H 1.87611 -0.08571 2.23235 2.7497 -0.3066 -2.6426
H -1.41938 3.92475 -0.36999 -1.5553 1.2769 1.4202
H 0.91282 -1.85502 0.12460 0.7325 -1.5318 0.4787
H -3.31876 1.85846 -0.89988 -0.5149 0.9226 -0.4855
H 0.32128 -1.91427 2.56830 -0.1035 -0.0966 1.2095
H -0.94261 0.18059 1.13649 -1.5250 1.6647 -0.3787
H 0.22449 4.23911 -1.01631 -1.1025 -0.1397 0.1623
H -1.07802 -1.91281 -1.17164 -1.5153 -0.1128 -0.5829
H 2.41395 -0.34137 -2.39646 -1.6606 0.4602 -0.9435
H 0.86876 1.08070 3.05120 0.3207 -0.8633 -0.3406
H -1.34921 -1.53904 1.20595 -1.7712 -0.7382 -0.1670
H -0.84759 -0.78025 3.39119 0.1340 -0.1245 -0.0831
H -3.00589 0.41685 -0.16215 0.5965 0.3605 -0.1658
H 0.11785 -2.12944 -3.14748 -0.2588 0.3184 -0.5594
H 1.04597 -0.14454 0.21883 -0.7035 -0.8126 -1.2591
H 1.61303 -0.25935 3.95557 -0.4336 0.1294 -1.2460
H 1.25854 -2.46612 -2.02989 0.9205 0.0696 0.6786
H 1.40832 -0.57098 -3.95420 0.4535 0.9014 0.2421
```
Positions in Å, forces in eV/Å.

Values from the calculation:
LUMO (alpha / beta)	0.026 / -0.055	Ha
multiplicity	3
orbital gap (alpha / beta)	5.56 / 6.04	eV